(1)
Entry from the Open Molecules 2025 dataset: 2 unconnected molecules or ions with the total composition C4H10N2 in a non-equilibrium geometry (the ωB97M-V functional and the def2-TZVPD basis).

Structure (XYZ):
```
16
Properties=species:S:1:pos:R:3:mulliken_spin:R:1
C 1.551 -1.653 -0.236 -0.70
C 1.499 -2.342 0.893 0.62
N 0.413 -2.493 1.767 0.79
H 0.711 -1.093 -0.617 0.82
H 2.415 -1.829 -0.874 -0.14
H 2.380 -2.808 1.315 -0.12
H -0.385 -1.963 1.435 -0.05
H 0.672 -2.174 2.698 -0.62
C -0.735 3.000 -0.672 0.59
C -1.713 0.863 -1.055 0.11
N -1.710 2.108 -1.201 -0.54
H -1.282 3.678 0.007 0.04
H 0.068 2.563 -0.074 -0.24
H -0.369 3.682 -1.440 -0.03
H -2.317 0.164 -1.644 0.01
H -1.199 0.297 -0.301 0.45
```

Properties
Charge: -1
DFT total energy (eV): -7287.0401
Energy relative to the best compared isomer or geometry (same formula, charge and spin) (eV): 1.420
Frontier orbital gap (spin up / spin down) (eV): 2.9 / 9.1
Spin multiplicity: 2
<S²>: 0.75
E_HOMO (spin up / spin down) (eV): 1.27 / -5.03

---

(2)
Entry from the Open Molecules 2025 dataset: 2 unconnected molecules or ions with the total composition C4H10N3 in a non-equilibrium geometry (the ωB97M-V functional and the def2-TZVPD basis).

Structure (XYZ):
```
17
Properties=species:S:1:pos:R:3:lowdin_charge:R:1
C -2.847 -1.063 -0.203 0.17
C -0.651 0.126 -0.156 -0.14
C 1.793 0.833 -0.105 0.02
C 1.080 -1.480 -0.101 0.01
N -1.738 -0.442 0.103 0.10
N 0.610 -0.057 -0.231 -0.10
N -0.787 2.120 0.507 0.15
H -3.623 -1.321 0.508 0.11
H -2.952 -1.397 -1.198 0.09
H 2.600 0.247 -0.494 0.09
H 1.467 1.777 -0.577 0.11
H 1.924 1.023 0.898 0.08
H 2.055 -1.512 0.349 0.10
H 0.422 -2.124 0.411 0.08
H 1.386 -2.068 -0.892 0.08
H -1.275 2.600 -0.224 0.02
H -1.165 1.889 1.411 0.03
```

Properties
Charge: +1
DFT total energy (eV): -8768.7188
Energy relative to the best compared isomer or geometry (same formula, charge and spin) (eV): 5.880
Frontier orbital gap (spin up / spin down) (eV): 8.2 / 8.2
Spin multiplicity: 1
E_HOMO (spin up / spin down) (eV): -13.99 / -13.99

---

(3)
Entry from the Open Molecules 2025 dataset: 2 unconnected molecules or ions with the total composition C10H22N3O in a non-equilibrium geometry (the ωB97M-V functional and the def2-TZVPD basis).

Structure (XYZ):
```
36
Properties=species:S:1:pos:R:3:lowdin_charge:R:1
C 0.318 -0.783 1.457 -0.32
C 3.387 0.561 -0.940 -0.22
C 2.480 -0.555 -1.207 -0.22
C 2.807 1.427 0.158 -0.19
C 2.292 -1.437 0.020 -0.14
C 2.438 0.629 1.368 -0.13
C -2.875 0.721 -1.644 -0.11
C -3.054 1.295 0.892 -0.12
C -2.256 0.807 -0.293 -0.25
C -1.805 -1.526 0.575 -0.21
N 1.678 -0.688 1.118 -0.04
N -2.308 -2.278 -0.445 0.11
N -0.495 -1.331 0.516 0.12
O -0.197 -0.158 2.478 0.18
H 4.341 0.116 -0.491 0.15
H 3.670 1.043 -1.817 0.10
H 1.545 -0.046 -1.608 0.13
H 2.684 -1.289 -2.104 0.16
H 3.454 2.172 0.596 0.12
H 1.808 2.006 -0.205 0.17
H 1.639 -2.363 -0.155 0.14
H 3.276 -1.687 0.434 0.14
H 3.343 0.308 1.834 0.11
H 1.943 1.290 2.219 0.16
H -2.273 1.016 -2.501 0.08
H -3.218 -0.286 -1.637 0.04
H -3.820 1.324 -1.726 0.10
H -2.736 1.190 1.908 0.04
H -4.062 0.727 0.810 0.11
H -3.188 2.428 0.649 0.12
H -1.182 0.806 -0.275 0.06
H -2.559 -1.299 1.291 0.14
H -3.219 -2.549 -0.301 0.08
H -1.668 -2.536 -1.207 0.13
H -0.046 -2.038 -0.019 0.13
H 0.545 0.423 2.791 0.14
```

Properties
Charge: +1
DFT total energy (eV): -17233.7364
Energy relative to the best compared isomer or geometry (same formula, charge and spin) (eV): 5.927
Frontier orbital gap (spin up / spin down) (eV): 7.3 / 6.8
Spin multiplicity: 1
E_HOMO (spin up / spin down) (eV): -10.20 / -9.64

---

(4)
Entry from the Open Molecules 2025 dataset: a molecular structure, C4H8O2 in a non-equilibrium geometry (the ωB97M-V functional and the def2-TZVPD basis).

Structure (XYZ):
```
14
Properties=species:S:1:pos:R:3:lowdin_charge:R:1
C 0.109 -2.993 -0.129 -0.14
C 0.152 -0.538 -0.520 -0.17
C -0.046 0.636 0.211 -0.16
C -0.141 2.900 0.293 -0.11
H -0.588 -3.584 0.933 0.16
H 1.508 -2.926 0.264 0.17
H -0.077 -3.537 -1.276 0.12
H 0.933 -0.585 -1.477 0.17
H -0.800 0.789 1.058 0.14
H 0.436 3.835 0.018 0.10
H -1.101 3.085 -0.282 0.10
H -0.354 2.811 1.341 0.07
O -0.567 -1.658 -0.172 -0.29
O 0.536 1.766 -0.263 -0.16
```

Properties
DFT total energy (eV): -8367.0946
Energy relative to the best compared isomer or geometry (same formula, charge and spin) (eV): 6.187
Frontier orbital gap (eV): 8.8
Spin multiplicity: 1
E_HOMO (eV): -7.92